DFT (the ωB97M-V functional and the def2-TZVPD basis) results for a structure of composition C16H54BaF3O14.

Results
Strongest force on any atom: 2.43 eV/Å
E_LUMO: -4.814 eV
E_HOMO: -0.42964 Eh
ΔE to the lowest compared entry with this formula, charge and spin: 13.9 kcal per mole
Total charge: +1
Electronic energy: -54969.224 eV
Multiplicity: 1
M: 664.916 g mol⁻¹

The geometry in XYZ format:
```
88
Properties=species:S:1:pos:R:3:lowdin_charge:R:1
Ba 1.586 3.241 -1.560 1.962
C 1.144 0.313 0.053 -0.453
O 0.154 1.295 -0.290 -0.274
O 2.306 0.785 -0.444 -0.332
C 1.098 0.006 1.531 -0.531
F -0.160 -0.277 1.961 0.126
F 1.863 -1.078 1.773 0.150
F 1.551 1.026 2.269 0.158
C -1.195 0.943 -0.551 -0.244
C -1.917 2.221 -0.866 -0.065
H -1.351 2.812 -1.600 0.010
H -2.904 2.041 -1.277 0.087
H -2.039 2.840 0.027 0.088
H -1.674 0.457 0.303 0.115
H -1.296 0.193 -1.348 0.117
H 0.890 -0.618 -0.495 0.162
C 4.301 -3.315 1.651 -0.172
O 5.607 -3.448 2.196 -0.113
H 4.241 -2.382 1.069 0.061
H 4.051 -4.140 0.980 0.077
H 3.577 -3.223 2.454 0.068
H 6.237 -3.538 1.478 0.076
C -2.588 -2.919 -1.820 -0.121
O -1.468 -2.214 -2.382 -0.157
H -2.277 -3.448 -0.921 0.060
H -3.328 -2.172 -1.527 0.056
H -3.060 -3.588 -2.540 0.087
H -0.667 -2.719 -2.136 0.029
C 0.466 0.298 -3.674 -0.088
O 0.058 1.671 -3.458 -0.271
H 1.222 0.075 -2.921 0.060
H -0.368 -0.386 -3.503 0.081
H 0.867 0.157 -4.676 0.098
H -0.549 1.901 -4.171 0.090
C -1.052 0.400 4.909 -0.155
O -2.410 0.427 5.360 -0.119
H -0.893 -0.416 4.204 0.052
H -0.744 1.344 4.450 0.075
H -0.441 0.203 5.788 0.083
H -2.976 0.759 4.660 0.064
C 5.789 0.679 -0.016 -0.138
O 4.765 1.668 -0.031 -0.172
H 5.808 0.157 0.945 0.064
H 5.696 -0.036 -0.837 0.072
H 6.748 1.189 -0.099 0.082
H 3.900 1.214 0.009 -0.005
C -2.570 -2.242 1.611 -0.172
O -3.498 -3.306 1.513 -0.105
H -1.579 -2.676 1.747 0.074
H -2.580 -1.647 0.694 0.043
H -2.806 -1.591 2.457 0.080
H -4.194 -3.193 2.163 0.080
C 4.535 -0.333 3.796 -0.160
O 4.796 0.082 5.121 -0.099
H 5.413 -0.222 3.171 0.070
H 4.157 -1.360 3.755 0.067
H 3.720 0.249 3.342 0.060
H 3.953 0.160 5.573 0.074
C -2.166 5.142 -3.608 -0.124
O -2.545 5.277 -2.251 -0.117
H -3.063 5.119 -4.220 0.099
H -1.610 6.022 -3.958 0.089
H -1.571 4.239 -3.791 0.059
H -1.765 5.269 -1.693 0.068
C -5.263 0.061 -0.076 -0.160
O -6.605 -0.169 -0.456 -0.101
H -4.633 -0.602 -0.669 0.057
H -4.979 1.090 -0.314 0.060
H -5.103 -0.154 0.984 0.080
H -7.196 0.184 0.213 0.079
C 3.632 -1.639 -3.044 -0.103
O 3.260 -1.890 -1.682 -0.147
H 2.729 -1.429 -3.626 0.064
H 4.318 -0.789 -3.096 0.082
H 4.117 -2.528 -3.432 0.092
H 3.004 -1.065 -1.243 0.044
C -4.734 4.569 0.380 -0.158
O -4.852 4.049 -0.932 -0.134
H -4.611 5.660 0.362 0.081
H -5.659 4.337 0.898 0.081
H -3.885 4.152 0.936 0.062
H -4.011 4.156 -1.392 0.019
C 0.671 -4.082 -0.451 -0.117
O 0.973 -3.460 -1.705 -0.149
H 1.458 -4.766 -0.125 0.083
H 0.549 -3.325 0.337 0.069
H -0.252 -4.647 -0.549 0.081
H 1.878 -3.099 -1.669 0.044
```

---

DFT (the ωB97M-V functional and the def2-TZVPD basis) results for a cluster of 11 separate species, C16H54O19 in total.

Results
Strongest force on any atom: 4.60 eV/Å
E_LUMO: -0.394 eV
E_HOMO: -0.36695 Eh
ΔE to the lowest compared entry with this formula, charge and spin: 105.1 kcal per mole
Electronic energy: -56363.338 eV
Multiplicity: 1
SMILES: OCCO.OCCO.OCCO.OCCO.OCCO.OCCO.OCCO.OCCO.O.O.O
M: 550.589 g mol⁻¹

The geometry in XYZ format:
```
89
Properties=species:S:1:pos:R:3:lowdin_charge:R:1
O 1.613 5.848 3.027 -0.026
C 0.684 5.187 2.231 -0.268
C 1.430 4.405 1.184 -0.211
O 0.484 3.620 0.527 -0.079
H 1.159 6.556 3.497 0.100
H 0.133 4.572 2.913 0.099
H -0.151 5.722 1.835 0.110
H 2.174 3.815 1.641 0.093
H 1.960 5.013 0.447 0.142
H 0.860 3.192 -0.243 0.058
O -4.282 -4.005 -0.819 -0.072
C -5.212 -3.147 -1.243 -0.266
C -4.584 -1.760 -0.812 -0.242
O -5.566 -0.825 -0.953 -0.069
H -4.510 -4.805 -1.324 0.107
H -5.238 -3.254 -2.336 0.125
H -6.165 -3.392 -0.823 0.115
H -3.644 -1.503 -1.380 0.120
H -4.468 -1.586 0.233 0.105
H -5.336 -0.043 -0.419 0.088
O -2.805 0.997 1.124 -0.108
C -2.258 2.215 1.575 -0.214
C -2.783 3.388 0.744 -0.311
O -2.174 4.531 0.976 -0.020
H -3.758 0.879 1.285 0.113
H -2.474 2.165 2.664 0.135
H -1.156 2.162 1.539 0.100
H -3.823 3.392 1.015 0.121
H -2.706 3.145 -0.314 0.128
H -1.229 4.419 0.772 0.059
O 3.100 1.010 -3.730 -0.076
C 4.185 0.381 -3.125 -0.242
C 5.434 0.822 -3.893 -0.222
O 6.508 0.418 -3.071 -0.047
H 2.634 0.292 -4.193 0.114
H 4.199 0.729 -2.099 0.117
H 4.053 -0.708 -3.120 0.131
H 5.439 1.851 -4.071 0.099
H 5.450 0.303 -4.883 0.139
H 6.537 0.942 -2.298 0.066
O -1.176 -2.121 -3.145 -0.051
C -1.933 -3.265 -2.999 -0.289
C -1.490 -4.424 -3.917 -0.231
O -2.505 -5.409 -3.942 -0.098
H -1.404 -1.602 -2.356 0.044
H -1.914 -3.575 -1.969 0.099
H -3.007 -3.095 -3.222 0.115
H -0.617 -4.931 -3.470 0.121
H -1.157 -4.081 -4.881 0.117
H -2.662 -5.791 -3.014 0.124
O -1.429 -0.250 -0.929 -0.059
C -0.125 0.228 -0.816 -0.233
C 0.125 1.443 -1.650 -0.245
O 1.416 1.815 -1.500 -0.075
H -1.855 0.232 -0.233 0.029
H 0.146 0.418 0.190 0.104
H 0.584 -0.595 -0.986 0.125
H -0.483 2.208 -1.245 0.095
H -0.163 1.371 -2.719 0.156
H 1.955 1.549 -2.257 0.079
O 0.879 2.839 5.550 -0.007
C 1.036 1.593 5.000 -0.253
C 1.330 1.811 3.544 -0.274
O 1.452 0.613 2.899 -0.072
H 0.004 3.119 5.410 0.067
H 1.805 1.010 5.413 0.120
H 0.161 1.005 5.083 0.107
H 2.193 2.417 3.336 0.127
H 0.483 2.392 3.062 0.115
H 0.565 0.192 2.935 0.063
O 2.376 -4.534 2.666 -0.067
C 2.025 -4.261 1.352 -0.255
C 0.993 -3.060 1.396 -0.197
O 0.340 -2.949 0.168 -0.109
H 3.135 -5.144 2.588 0.103
H 2.962 -3.959 0.849 0.115
H 1.675 -5.104 0.700 0.130
H 1.471 -2.086 1.637 0.129
H 0.113 -3.238 2.045 0.121
H -0.601 -2.865 0.189 0.080
O 2.983 1.206 0.624 -0.061
H 2.479 1.678 -0.056 -0.011
H 2.296 1.045 1.283 -0.015
O 2.349 -2.945 -1.610 -0.051
H 2.151 -2.451 -2.418 0.027
H 1.542 -2.898 -1.122 -0.042
O -1.040 -0.905 2.771 -0.027
H -1.468 -0.639 3.614 0.082
H -1.686 -0.971 2.089 0.020
```

---

DFT (the ωB97M-V functional and the def2-TZVPD basis) results for a cluster of 12 separate species, C16H56O20 in total.

Results
Strongest force on any atom: 3.46 eV/Å
E_LUMO: 0.200 eV
E_HOMO: -0.34228 Eh
ΔE to the lowest compared entry with this formula, charge and spin: 0.0 kcal per mole
Electronic energy: -58447.159 eV
Multiplicity: 1
SMILES: OCCO.OCCO.OCCO.OCCO.OCCO.OCCO.OCCO.OCCO.O.O.O.O
M: 568.604 g mol⁻¹

The geometry in XYZ format:
```
92
Properties=species:S:1:pos:R:3:lowdin_charge:R:1
O 15.926 11.263 13.291 -0.113
C 16.790 12.255 12.757 -0.198
C 16.683 12.406 11.252 -0.196
O 17.215 11.266 10.554 -0.065
H 15.283 10.938 12.652 0.035
H 16.520 13.219 13.202 0.116
H 17.779 12.003 13.175 0.125
H 17.311 13.267 11.056 0.121
H 15.637 12.711 11.035 0.128
H 16.524 11.029 9.918 0.049
O 15.154 8.886 16.432 -0.113
C 13.739 8.771 16.173 -0.175
C 13.552 7.645 15.147 -0.223
O 14.031 8.015 13.890 -0.053
H 15.783 8.615 15.712 0.072
H 13.299 8.633 17.155 0.125
H 13.300 9.674 15.693 0.119
H 12.511 7.381 15.032 0.121
H 13.977 6.757 15.491 0.106
H 14.939 7.783 13.753 0.076
O 12.377 9.808 8.086 -0.031
C 12.863 11.072 7.695 -0.256
C 13.715 11.660 8.787 -0.202
O 14.926 10.889 8.955 -0.079
H 12.069 9.992 8.943 0.047
H 13.381 10.962 6.737 0.121
H 11.977 11.736 7.421 0.142
H 13.049 11.493 9.642 0.107
H 14.026 12.703 8.668 0.105
H 15.230 10.711 8.042 0.116
O 16.913 8.892 14.282 -0.097
C 18.225 8.817 13.737 -0.207
C 18.178 8.098 12.398 -0.247
O 17.156 8.620 11.583 -0.081
H 16.591 9.798 14.252 0.049
H 18.718 9.820 13.574 0.136
H 18.840 8.141 14.344 0.121
H 17.947 7.059 12.587 0.113
H 19.174 8.165 11.895 0.131
H 17.244 9.575 11.395 0.051
O 6.140 9.553 14.384 -0.087
C 6.068 8.618 13.358 -0.298
C 7.339 7.885 12.980 -0.265
O 8.200 7.604 14.073 -0.114
H 7.002 10.034 14.350 0.058
H 5.281 7.917 13.775 0.136
H 5.679 9.095 12.468 0.107
H 7.901 8.472 12.187 0.131
H 6.972 6.923 12.511 0.125
H 7.657 7.636 14.938 0.143
O 14.048 14.362 13.797 -0.086
C 13.428 15.073 14.843 -0.224
C 13.566 14.298 16.194 -0.225
O 12.925 13.045 16.148 -0.095
H 13.571 13.546 13.572 0.037
H 13.903 16.037 14.985 0.113
H 12.327 15.111 14.658 0.116
H 13.072 14.812 17.016 0.113
H 14.634 14.161 16.431 0.122
H 13.657 12.416 16.067 0.030
O 15.183 14.818 8.979 -0.062
C 14.570 15.455 10.070 -0.237
C 13.138 15.027 10.240 -0.311
O 12.332 15.160 9.139 -0.050
H 14.731 14.929 8.157 0.073
H 15.167 15.310 10.976 0.119
H 14.415 16.572 9.855 0.142
H 12.691 15.615 11.018 0.117
H 13.080 13.926 10.537 0.120
H 11.460 14.944 9.469 0.046
O 12.774 12.075 12.815 -0.089
C 11.389 11.895 12.557 -0.212
C 10.528 12.883 13.373 -0.260
O 10.601 12.607 14.714 -0.064
H 13.214 11.306 12.413 0.027
H 11.187 12.085 11.480 0.114
H 11.010 10.886 12.775 0.112
H 9.487 12.960 13.126 0.114
H 10.933 13.911 13.165 0.123
H 11.452 12.831 15.097 0.039
O 14.067 9.934 11.884 -0.072
H 13.815 9.406 12.712 0.083
H 14.595 9.266 11.401 0.090
O 9.285 15.069 9.719 -0.018
H 9.061 15.929 9.364 0.051
H 8.579 14.467 9.642 0.020
O 8.840 10.269 14.263 -0.058
H 9.261 9.411 14.415 0.042
H 9.387 10.873 14.814 0.055
O 15.071 11.444 16.026 -0.028
H 15.386 11.331 15.129 0.019
H 15.362 10.686 16.514 0.021
```

---

> Look up the electronic energy of the first one.

-54969.224 eV